Formula: C3H4N4O
Source: the OMol25 dataset
Level of theory: ωB97M-V with the def2-TZVPD basis set

Computed properties:
Max |F|: 6.701 eV/A
HOMO (alpha / beta): -0.182 / -0.355 hartree
LUMO (alpha / beta): 0.9923 / -2.1103 eV
Energy relative to the best compared isomer or geometry (same formula, charge and spin): 2.073 eV
Multiplicity: 3

```
12
Properties=species:S:1:pos:R:3:forces:R:3:mulliken_charge:R:1
C -1.42973 -0.28965 -0.66409 -1.788 -0.156 -3.862 -0.075
C -1.06974 1.01156 -0.54148 -2.419 -0.051 -6.248 -0.303
C -1.04672 -0.86227 0.50702 0.421 -1.965 1.025 -0.416
N -0.47082 1.26853 0.63218 2.184 3.104 2.611 -0.614
N 2.78458 -0.14306 -0.37343 -0.665 0.207 -0.451 0.771
N -0.46403 0.12539 1.28136 1.489 0.272 3.657 0.068
N 1.74518 -0.44060 -0.58504 -1.876 -0.953 -0.262 -0.224
O 3.85802 0.24087 -0.21168 2.747 0.708 0.632 -0.552
H -1.93339 -0.89436 -1.51371 1.007 1.605 1.515 0.264
H -1.10071 1.76694 -1.39275 0.022 -0.951 1.588 0.345
H 0.35242 -0.00658 1.90207 -0.623 -0.182 -0.611 0.236
H -1.22506 -1.77677 0.95955 -0.500 -1.638 0.405 0.499
```
Positions in Å, forces in eV/Å.

Formula: C2H43N2O17
Source: the OMol25 dataset
Level of theory: ωB97M-V with the def2-TZVPD basis set

Computed properties:
Max |F|: 3.807 eV/A
HOMO: -0.441 hartree
LUMO: -2.3746 eV
Energy relative to the best compared isomer or geometry (same formula, charge and spin): 0.000 eV
Charge: +1

```
64
Properties=species:S:1:pos:R:3:forces:R:3:mulliken_charge:R:1
N -0.30777 -1.03921 -0.26854 -3.795 -0.273 0.132 0.553
C -0.46403 -0.63029 -1.68370 2.160 1.448 -1.194 0.430
C -1.35060 -1.46682 -2.58864 -0.136 -2.388 0.480 -0.511
N -1.27999 -0.85403 -3.87836 -0.188 1.185 -0.962 -0.526
H -1.16855 -0.58326 0.37751 1.776 -1.641 -1.300 0.376
H -0.35157 -2.12596 -0.30669 0.157 2.123 1.151 0.116
H 0.50844 -0.65142 0.16858 0.940 -0.296 -0.056 0.350
H -0.65481 0.47032 -1.78543 -0.547 -1.195 0.315 -0.069
H 0.56423 -0.67036 -2.16148 -0.878 -0.291 0.610 -0.149
H -0.97925 -2.52586 -2.72962 0.351 0.709 0.881 0.268
H -2.37200 -1.71344 -2.19273 0.471 1.170 -0.440 0.355
H -0.28819 -0.65198 -4.12522 -1.080 -0.676 -0.181 0.159
H -1.80427 -1.36280 -4.60236 0.780 0.418 0.465 0.265
H 0.97607 -4.88685 -1.74517 -0.124 -0.173 -0.266 0.337
H 0.07507 -4.40785 -0.58648 -0.976 0.026 0.225 0.291
O 0.95751 -4.67832 -0.81198 1.204 -0.128 -0.080 -0.711
H 1.46134 -0.30307 2.63972 0.341 0.879 0.754 0.233
H 1.44495 1.03263 3.59513 -0.379 -1.065 -0.960 0.320
O 0.95001 0.50551 2.91906 0.559 0.001 0.119 -0.594
H -3.12274 3.34167 2.72970 -0.584 0.115 -0.738 0.317
H -1.77142 3.28816 2.23878 0.301 -0.148 -0.772 0.376
O -2.68011 3.34274 1.86054 0.280 0.287 1.756 -0.658
H -3.10656 2.64710 0.32705 0.394 0.064 0.232 0.351
H -4.11266 1.63932 -0.11067 0.731 -0.055 -0.623 0.302
O -3.14969 1.82008 -0.18572 -1.478 0.183 -0.387 -0.651
H -1.66854 -1.65860 2.78818 0.945 0.413 0.133 0.294
H -0.13327 -1.28052 2.51175 0.481 0.186 0.867 0.069
O -0.89240 -1.74960 2.20940 -0.819 -2.089 -0.487 -0.492
H 2.72224 0.33285 -4.39224 0.197 0.512 -0.347 0.307
H 2.72158 -0.76645 -3.40106 -0.033 0.087 -1.022 0.309
O 2.36576 -0.54542 -4.29811 -0.427 -0.627 1.028 -0.649
H 2.79551 2.23619 -0.34562 -0.214 -0.714 0.095 0.308
H 1.57486 1.55975 -1.07005 1.710 -0.376 1.621 0.456
O 2.39006 1.35310 -0.48008 -0.976 0.704 -1.470 -0.815
H -0.82928 2.04335 -0.53957 1.005 -0.231 0.578 0.031
H -0.12160 3.02408 -1.30470 0.895 -0.538 0.416 0.343
O 0.11752 2.34620 -0.61157 -3.135 1.149 -1.354 -0.683
H 2.04114 -2.71663 2.78205 -0.197 0.471 0.215 0.280
H 2.65356 -2.02694 1.61197 -0.025 0.176 -0.822 0.312
O 2.15695 -1.82741 2.40940 0.020 -0.666 0.570 -0.640
H 4.65993 0.35063 -2.07751 0.119 -0.141 -0.139 0.272
H 3.21916 0.34086 -1.51317 1.144 -0.650 -0.528 0.555
O 3.86484 -0.19086 -2.08929 -0.810 0.562 1.060 -0.707
H -1.20816 -3.38220 1.30192 1.239 0.184 0.313 0.296
H -2.25745 -3.49635 0.36985 0.165 -0.412 -0.975 0.314
O -1.29729 -3.66372 0.37830 -1.411 0.161 0.375 -0.737
H -0.52610 0.00846 3.73585 0.927 0.825 0.260 0.459
H -1.34976 0.28013 5.05082 0.234 0.362 0.326 0.304
O -1.32606 -0.18710 4.22356 -1.423 -0.619 -0.009 -0.684
H -0.17485 3.53409 3.78210 0.398 0.753 0.542 0.250
H 0.54475 2.80971 2.61001 -0.006 0.498 0.073 0.322
O -0.28320 2.88241 3.10658 -0.647 -0.767 -0.232 -0.648
H 3.23218 -2.27118 -0.61375 -0.161 0.282 -0.180 0.306
H 2.09083 -3.29824 -0.53350 -0.322 0.056 0.142 0.345
O 2.32144 -2.37491 -0.30162 0.651 -0.092 -0.104 -0.557
H -2.10624 0.29760 2.40541 0.379 -0.374 0.387 0.347
H -3.01972 0.77139 1.30959 1.563 -1.663 -0.284 0.279
O -2.39071 -0.00227 1.53192 -1.929 2.243 -0.394 -0.675
H -0.93853 1.72851 -3.90176 0.065 0.175 0.055 0.298
H -2.10744 2.34602 -3.21464 -0.083 0.210 0.062 0.318
O -1.17761 2.52473 -3.40004 -0.033 -0.427 0.077 -0.665
H 1.14720 3.01033 0.73987 -0.314 0.025 -0.467 0.480
H 1.55874 4.48907 0.86990 -0.222 0.625 -0.239 0.291
O 1.65649 3.63289 1.26655 0.771 -0.548 0.697 -0.724
```
Positions in Å, forces in eV/Å.

Formula: C16H20N3O8RbS
Source: the OMol25 dataset
Level of theory: ωB97M-V with the def2-TZVPD basis set

Computed properties:
Max |F|: 0.767 eV/A
HOMO: -0.010 hartree
LUMO: 3.7766 eV
Energy relative to the best compared isomer or geometry (same formula, charge and spin): 0.097 eV
Charge: -2

```
49
Properties=species:S:1:pos:R:3:forces:R:3:mulliken_charge:R:1
Rb 1.34593 0.50999 0.14973 0.693 -0.181 -0.274 0.844
N 1.04606 -2.13615 2.39673 0.064 -0.008 -0.071 -0.430
C 1.79910 -3.09941 1.58742 0.046 0.099 -0.044 -0.364
C 0.94634 -3.62266 0.44431 0.075 0.087 -0.009 -0.897
N 0.58722 -2.54505 -0.44957 -0.183 0.109 -0.083 0.253
C 0.27807 -2.87631 -1.82776 0.051 0.058 0.081 -0.848
C 1.31121 -2.29772 -2.78865 -0.004 0.144 0.053 -0.661
N 1.24506 -0.83563 -2.78146 -0.162 -0.140 0.037 -0.297
H 1.66731 -1.47155 2.83894 0.060 -0.007 -0.021 0.222
H 0.50039 -2.58573 3.11909 -0.024 -0.018 0.012 0.159
H 2.19280 -3.94686 2.16491 -0.044 -0.038 0.094 0.297
H 2.64788 -2.56991 1.14810 -0.031 -0.005 0.057 0.198
H 0.06515 -4.16408 0.83563 -0.016 -0.056 0.025 0.296
H 1.55047 -4.34866 -0.10684 -0.017 -0.009 -0.073 0.460
H -0.09927 -1.92498 -0.04142 -0.070 -0.120 0.085 0.126
H -0.71151 -2.49208 -2.09935 0.015 0.006 0.008 0.344
H 0.25278 -3.96391 -1.96329 -0.026 -0.054 -0.010 0.349
H 1.14784 -2.73845 -3.78369 -0.026 -0.009 -0.078 0.362
H 2.30433 -2.59757 -2.44443 0.024 0.015 -0.021 0.302
H 0.29080 -0.51183 -2.91022 0.001 -0.002 -0.031 0.157
H 1.82322 -0.42806 -3.50284 0.041 0.018 0.027 0.194
O 7.89233 1.23458 1.26133 0.303 0.048 0.002 -0.743
C 6.68858 1.05261 1.14704 -0.368 -0.081 0.000 0.505
C 6.02082 -0.23577 0.78020 -0.197 0.289 0.079 0.185
O 6.58664 -1.29953 0.53855 0.131 -0.215 -0.066 -0.803
C 4.56815 0.01418 0.77393 0.218 0.209 0.041 0.217
C 4.32151 1.39335 1.18889 0.211 -0.126 0.048 0.731
O 3.18504 1.89695 1.35584 0.393 0.317 0.229 -0.894
C 5.61798 2.07601 1.36447 -0.082 -0.314 -0.103 0.237
O 5.79731 3.25837 1.64219 0.053 0.239 0.090 -0.775
O 3.67175 -0.81187 0.47330 0.277 -0.171 0.145 -0.630
C -6.71829 3.83401 0.67676 0.065 -0.031 0.020 -1.371
C -5.46651 3.07845 0.30187 -0.029 0.037 0.005 0.990
C -4.35918 3.73652 -0.21504 -0.007 -0.021 -0.004 -0.654
C -3.20168 3.03903 -0.55086 -0.050 0.036 0.004 -0.314
C -3.14870 1.66990 -0.36950 -0.121 0.019 0.031 -0.445
C -4.25000 0.99272 0.14772 0.044 0.037 -0.041 -0.522
C -5.39506 1.69509 0.47826 -0.026 -0.006 -0.004 -0.745
S -1.65930 0.76623 -0.74369 -0.403 -0.012 -0.120 1.933
O -2.06523 -0.30271 -1.64544 -0.026 -0.021 -0.042 -0.735
O -0.76534 1.74539 -1.34677 -0.078 -0.008 -0.062 -0.784
O -1.20654 0.28052 0.55638 -0.751 -0.125 -0.005 -0.808
H -6.59790 4.90372 0.49932 -0.001 -0.026 -0.003 0.329
H -6.95600 3.69472 1.73448 -0.009 0.007 -0.025 0.307
H -7.58081 3.49165 0.09983 0.015 -0.007 0.000 0.305
H -4.39791 4.81200 -0.35359 0.013 -0.006 -0.003 0.254
H -2.33001 3.54353 -0.94960 -0.048 -0.020 0.023 0.459
H -4.18923 -0.08133 0.28436 -0.019 0.067 0.003 0.385
H -6.25360 1.16832 0.88439 0.023 -0.005 -0.007 0.318
```
Positions in Å, forces in eV/Å.

Formula: C17H20N2O5S2
Source: the OMol25 dataset
Level of theory: ωB97M-V with the def2-TZVPD basis set

Computed properties:
Max |F|: 1.145 eV/A
HOMO: -0.310 hartree
SMILES: CCOC(=O)Cc1csc(NC(=O)CCS(=O)(=O)Cc2ccccc2)n1
LUMO: 0.5058 eV
Energy relative to the best compared isomer or geometry (same formula, charge and spin): 0.023 eV

```
46
Properties=species:S:1:pos:R:3:forces:R:3:mulliken_charge:R:1
C 7.60889 0.06473 0.30850 -0.409 0.072 0.006 -1.121
C 6.36940 0.94715 0.29345 0.410 0.165 -0.270 -0.287
O 5.19010 0.19585 0.59453 -0.006 0.001 0.419 -0.275
C 4.61341 -0.46334 -0.41331 -0.280 -0.386 -0.109 0.600
O 5.01868 -0.46601 -1.54297 0.112 0.016 -0.136 -0.567
C 3.35716 -1.17097 0.06540 0.224 0.131 -0.081 -0.805
C 2.25471 -0.16472 0.18034 0.029 0.438 0.701 0.075
C 2.17563 0.82659 1.10714 -0.127 -0.098 -0.128 -0.351
S 0.75769 1.77120 0.86618 -0.001 -0.477 -0.425 -0.218
C 0.37568 0.73773 -0.50082 0.674 0.558 0.739 0.410
N -0.76901 0.97699 -1.21408 -0.255 0.658 -0.177 0.063
C -1.59376 0.09439 -1.85956 0.160 -0.126 -0.191 0.081
O -2.62591 0.49642 -2.34975 -0.062 -0.116 -0.235 -0.586
C -1.18826 -1.36192 -1.89676 -0.007 0.032 0.127 -0.377
C -2.23624 -2.17796 -1.16151 -0.038 0.267 0.594 -0.938
S -2.05435 -1.98464 0.65866 -0.278 -0.600 0.234 1.128
O -1.97219 -3.30536 1.22477 -0.285 -0.264 -0.031 -0.716
O -0.96391 -1.08765 0.94073 -0.119 0.205 -0.089 -0.450
C -3.60943 -1.22514 1.28178 0.750 -0.337 -0.512 -1.375
C -3.69671 0.18660 0.83277 -0.209 0.402 -0.092 0.581
C -4.58769 0.57457 -0.16106 -0.032 0.007 0.193 -0.263
C -4.62043 1.88521 -0.60205 -0.069 0.050 0.032 -0.545
C -3.75380 2.81988 -0.06299 -0.059 0.042 -0.055 -0.241
C -2.86353 2.44268 0.93032 0.009 0.016 0.103 -1.011
C -2.83962 1.13542 1.38179 -0.059 0.060 0.029 0.058
N 1.24311 -0.18205 -0.72716 -0.194 -0.147 -0.673 -0.407
H 7.70277 -0.43657 1.26881 0.060 -0.030 0.085 0.299
H 8.49167 0.67394 0.13759 0.125 0.051 -0.012 0.372
H 7.54005 -0.68390 -0.47676 0.045 -0.040 -0.053 0.313
H 6.24905 1.41492 -0.68897 -0.007 -0.001 0.196 0.329
H 6.42180 1.71455 1.06848 -0.043 -0.069 -0.112 0.331
H 3.07170 -1.92525 -0.66533 0.092 0.033 0.073 0.264
H 3.55214 -1.62474 1.03682 0.008 -0.062 -0.053 0.346
H 2.85705 1.04774 1.90222 0.202 0.048 0.143 0.527
H -1.18260 1.89556 -1.08739 -0.034 -0.240 -0.124 0.289
H -0.20729 -1.49980 -1.44635 -0.122 -0.102 -0.226 0.207
H -1.15511 -1.67214 -2.94377 -0.032 0.038 0.063 0.538
H -2.12651 -3.24406 -1.33843 -0.040 -0.054 0.098 0.501
H -3.24046 -1.85121 -1.42020 -0.141 -0.042 -0.073 0.386
H -3.52376 -1.32073 2.36222 0.088 -0.128 0.045 0.396
H -4.41564 -1.85386 0.91502 -0.102 -0.055 0.023 0.465
H -5.26338 -0.15113 -0.59022 -0.050 -0.102 -0.068 0.362
H -5.31451 2.17230 -1.37613 -0.048 0.024 -0.095 0.390
H -3.77258 3.84085 -0.41452 -0.011 0.090 -0.028 0.398
H -2.18516 3.16761 1.35691 0.036 0.082 0.065 0.450
H -2.14275 0.83852 2.14987 0.096 -0.010 0.078 0.376
```
Positions in Å, forces in eV/Å.

Formula: C6H10
Source: the OMol25 dataset
Level of theory: ωB97M-V with the def2-TZVPD basis set

Computed properties:
Max |F|: 3.617 eV/A
HOMO: -0.334 hartree
SMILES: C1=CCCCC1
LUMO: 1.1742 eV
Energy relative to the best compared isomer or geometry (same formula, charge and spin): 1.468 eV

```
16
Properties=species:S:1:pos:R:3:forces:R:3:mulliken_charge:R:1
C 0.01749 -0.76270 -1.23410 1.467 -0.452 -0.128 -0.444
C 1.11032 -0.90189 -0.46396 0.098 -0.818 -0.587 -0.240
C 0.98753 -0.34478 0.90732 0.660 0.084 0.993 -0.684
C 0.43991 1.08399 0.83290 -0.867 1.242 -1.142 -0.473
C -1.13165 0.98191 0.32427 -0.437 2.319 1.413 -0.558
C -1.25380 -0.23455 -0.62430 0.214 -0.291 0.554 -0.541
H 0.04288 -1.17006 -2.24529 -0.314 0.223 0.125 0.364
H 2.08069 -1.45642 -0.71643 -1.688 0.986 -0.075 0.305
H 1.98108 -0.36631 1.38453 -0.392 0.143 0.066 0.326
H 0.31502 -0.97304 1.53753 0.316 0.301 -0.293 0.245
H 1.14088 1.68796 0.06099 -1.894 -1.212 1.710 0.263
H 0.46859 1.59640 1.82100 0.038 -0.291 -0.725 0.324
H -1.53991 2.07761 -0.15212 1.368 -3.178 1.056 0.266
H -1.91232 0.81147 1.26124 2.276 0.438 -2.176 0.215
H -1.98927 -0.03249 -1.36507 -0.642 0.027 -0.695 0.374
H -1.60639 -1.10702 -0.03919 -0.203 0.479 -0.096 0.258
```
Positions in Å, forces in eV/Å.

Formula: C8H13NS
Source: the OMol25 dataset
Level of theory: ωB97M-V with the def2-TZVPD basis set

Computed properties:
Max |F|: 4.549 eV/A
HOMO (alpha / beta): -0.309 / -0.264 hartree
LUMO (alpha / beta): 0.0590 / -0.5027 eV
Energy relative to the best compared isomer or geometry (same formula, charge and spin): 5.122 eV

```
23
Properties=species:S:1:pos:R:3:forces:R:3:mulliken_charge:R:1
C -2.48016 0.63579 0.00234 0.523 -2.358 1.504 0.710
C -1.62727 -0.52272 1.02435 1.076 2.425 -0.251 -0.940
C 1.68767 -0.93451 -1.37211 0.453 0.132 -1.325 -1.105
C 1.69220 0.14920 -0.18573 0.807 -3.382 -0.091 1.416
C 0.47350 -0.62682 -0.60186 1.766 1.276 -0.748 0.065
C -3.78523 -0.07798 -0.10957 -2.338 -0.329 -3.008 -1.026
C 1.94827 1.55322 -0.47869 1.042 4.111 -1.646 -1.302
C 2.45018 -0.39891 1.05748 -0.907 -0.491 0.247 -1.221
N -1.91797 1.62946 -0.36711 0.136 0.470 -0.326 -0.554
S -0.69215 -1.59945 0.00239 -1.273 -0.964 0.680 -0.150
H -0.98639 0.07681 1.68887 -0.101 -0.218 -0.385 0.366
H -2.41635 -0.93748 1.60325 -0.329 -0.903 0.293 0.552
H 1.78999 -0.81923 -2.51816 -0.617 1.067 1.789 0.225
H 2.27064 -1.85658 -1.27724 -0.305 0.026 1.038 0.247
H -3.64464 -1.23043 -0.10901 -0.263 2.096 -0.019 0.294
H -4.31133 0.21166 -1.16491 1.114 -0.669 2.592 0.294
H -4.47873 0.23193 0.70699 0.540 -0.334 -0.542 0.272
H 1.56203 1.73886 -1.52628 0.029 0.257 1.284 0.320
H 3.05886 1.96325 -0.57689 -1.745 -1.758 0.335 0.302
H 1.55815 2.36003 0.24072 -0.144 -1.536 -0.920 0.295
H 3.52188 -0.12256 0.86104 -0.912 -0.273 0.786 0.373
H 2.35805 -1.58602 1.12688 0.087 2.711 0.111 0.281
H 1.96882 0.16245 1.97326 1.361 -1.355 -1.398 0.286
```
Positions in Å, forces in eV/Å.